(1)
DFT (wB97M-V/def2-TZVPD) results for a molecular structure, C15H22CdI2N8O2S at a distorted geometry.

```
51
Properties=species:S:1:pos:R:3
N -0.45890 1.40657 -1.65795
C -2.83007 -1.36875 -2.47037
H -3.85527 1.07535 -1.89544
H 1.81638 1.84948 4.68364
I -0.98578 -3.50720 0.36491
H 1.28478 -4.65121 -0.44581
C 1.82390 0.08554 5.72602
H -2.11966 2.17520 -2.79191
N 3.84467 1.68487 -2.94685
N 6.00960 2.20351 1.13144
C -0.31935 -0.98862 5.95986
H -0.52542 1.81697 -3.70732
N -1.43928 0.99650 2.34536
N 2.84070 1.64580 0.35982
C -2.95788 0.89150 -1.28330
C -0.08949 1.06042 4.64323
H -3.10494 -0.98563 -0.51165
H -1.90395 -2.16220 -4.22725
C 5.13924 1.88052 0.41941
Cd -0.19364 -0.78255 -0.70684
N 1.23411 1.05961 4.98180
H -3.84013 -1.19417 -2.83456
H 0.11690 0.04978 -4.71095
C 1.11709 -1.01943 6.14776
H -2.90816 -2.41816 -2.14981
H 0.11574 -2.07634 -3.34749
C 0.78953 -3.80574 -0.92350
O 1.75774 1.44792 -0.31960
C 0.38798 -0.07242 -3.63969
H 1.49286 -0.22839 -3.60650
H -3.24366 1.10849 -0.23596
N -2.56902 -0.56045 -1.25849
C -1.76572 -1.26151 -3.58588
I 2.43166 -2.21876 -1.15243
H -2.00460 2.76073 -1.06783
H -1.93512 -0.36728 -4.16674
H -0.99212 -1.73970 6.41064
C -1.86197 1.86946 -1.74786
H 1.10269 1.93471 -3.03070
S -0.69593 2.43024 3.65360
H 0.41040 -3.95403 -1.96000
C 3.98987 1.59687 -1.77572
C 0.18581 1.34289 -3.02767
N -0.35745 -1.20989 -3.11260
C -0.91350 0.00948 5.21203
H -1.97603 0.02795 5.03737
C 3.97040 1.60921 -0.35291
H 0.14038 2.07406 -1.14766
H 1.64491 -1.85246 6.60663
H 2.86734 0.23059 5.99160
O -0.66766 0.10067 2.12417
```

- HOMO-LUMO gap: 0.180 Ha
- Max |F|: 4.8 eV Å⁻¹
- Net charge: +2
- Relative energy (zero: lowest compared OMol25 entry of this formula, charge and spin): 0.000 eV
- HOMO: -12.81 eV

(2)
DFT (wB97M-V/def2-TZVPD) results for a molecular structure, C15H22MnN6 at a distorted geometry.

```
44
Properties=species:S:1:pos:R:3
C -2.09267 0.18428 2.49601
C 0.70458 -3.25413 2.82643
H -1.19463 1.64660 -4.38298
C -2.48020 -2.31608 1.62142
H 3.73528 0.28425 0.17988
H 0.43855 3.25448 0.17018
H -2.67250 -3.24489 1.19517
Mn 0.84093 0.71589 -0.94427
C 1.52134 -2.30854 2.04725
N 1.83621 1.28722 -2.81621
C -3.20015 -1.21592 1.15662
H -0.10294 2.08792 1.22123
N -0.93350 1.05569 -2.42369
H 0.82909 3.04057 -3.38991
H -0.00715 -1.73396 0.66834
N -1.29300 -0.81804 3.07360
N -3.04086 0.03859 1.56366
H 2.12473 0.42130 -3.27986
C -0.42840 1.22177 -3.79530
H 1.34462 2.05625 -4.75806
H -2.55305 2.30593 -2.03528
C -1.49310 2.24526 -1.76955
C 0.88009 2.00214 -3.73953
C -0.59594 -3.15720 3.03953
H -1.89992 1.41275 0.16760
H 4.64246 -1.12019 1.91731
H -0.97398 3.08221 -2.16577
C 3.62603 -1.28988 1.57718
H -1.17819 -3.88076 3.62398
C 3.07538 -0.47774 0.62483
N 1.80015 -0.66583 0.26709
H 2.67639 1.81631 -2.73033
C -1.52861 -2.07422 2.63842
H 1.35203 -4.03402 3.23550
H -3.94602 -1.33808 0.37635
H -0.18642 0.22464 -4.12546
C 2.91114 -2.26029 2.21591
H -1.86671 1.26867 2.75304
H 3.38898 -2.81036 2.93980
C -1.44703 2.27812 -0.24417
N -0.00429 2.31904 0.23849
H -1.54100 0.21675 -2.38063
C 1.07554 -1.54835 0.97392
H -2.14326 3.08187 0.17225
```

- HOMO-LUMO gap (alpha / beta): 0.336 / 0.306 Ha
- Multiplicity: 6
- Max |F|: 2.6 eV Å⁻¹
- Net charge: +2
- HOMO (alpha / beta): -15.03 / -15.03 eV

(3)
DFT (wB97M-V/def2-TZVPD) results for a molecular structure, C15H22N13O3STi.

```
55
Properties=species:S:1:pos:R:3
C 2.40738 -1.69652 -0.47645
O 1.11360 -2.11450 -0.08062
N 0.63508 -0.94129 2.58974
S -1.93139 -2.62824 -0.67218
H -0.74642 -4.78341 -3.22691
H -1.68136 2.20432 2.71646
C 0.22846 1.05641 -2.74968
C -0.95474 -3.21219 -1.98291
N -2.81915 -0.90351 2.34134
C -3.24673 -0.03755 1.34270
C 2.75355 -0.43989 0.27676
C 1.44619 2.10793 1.79137
C 0.36566 3.41915 -3.14584
H -1.85278 -5.01672 -1.96603
C -0.80035 2.52313 -1.25656
H -0.38890 3.17629 3.46378
H 0.85731 -0.59352 -4.05025
H 3.14064 -2.48289 -0.27857
N -1.00457 -4.57022 -2.27493
C -0.41451 3.61858 -1.99129
N 0.28519 -1.18768 3.80545
C -0.61257 2.24835 2.92089
H 1.88155 3.05214 2.15663
H 3.71714 -0.04566 -0.07000
H 1.45038 -4.13012 0.18078
N -0.16129 -1.17701 -2.31032
N -1.05418 -1.21705 3.91519
H 1.54548 2.49376 -0.30391
O 0.04994 2.22100 1.67481
C 0.38938 -0.29375 -3.11802
N -4.44965 0.49937 1.32290
O 1.71940 0.48623 -0.02117
H -0.32652 1.39630 3.54400
N -3.33252 1.14632 -0.41811
H -0.71268 4.60702 -1.67178
N -0.47345 1.26167 -1.58388
N -0.47972 -0.80807 1.83123
H 0.69817 4.26431 -3.73656
C 1.99821 1.81332 0.41800
C 0.68554 2.14382 -3.52298
H 1.74462 -3.10270 1.63126
C 1.10988 -3.26624 0.75892
H 3.08139 1.97167 0.40238
H 2.37938 -1.50454 -1.55100
H -3.45016 -0.95937 3.12441
H 1.26225 1.94280 -4.41723
Ti -0.62959 -0.52779 -0.35232
N -0.17592 -2.48699 -2.72268
C -1.48561 -0.97434 2.68723
H 1.70865 1.30878 2.49447
N -4.45977 1.23439 0.19022
H -1.38075 2.62930 -0.35456
N -2.51094 0.33218 0.29366
H 2.79611 -0.62849 1.35291
H 0.08574 -3.42826 1.07929
```

- HOMO-LUMO gap (alpha / beta): 0.208 / 0.274 Ha
- Multiplicity: 3
- Max |F|: 0.2 eV Å⁻¹
- Net charge: -1
- Relative energy (zero: lowest compared OMol25 entry of this formula, charge and spin): 0.010 eV
- HOMO (alpha / beta): -3.08 / -5.02 eV

(4)
DFT (wB97M-V/def2-TZVPD) results for a single C15H22N2O3S molecule at a distorted geometry.

```
43
Properties=species:S:1:pos:R:3
C 0.77526 -1.70516 -4.39382
H 1.09805 -3.35264 -5.72130
C 0.16864 2.53338 3.49011
O -0.29899 1.01941 -3.82114
O 1.71942 0.96376 -2.41701
H -0.12421 -0.40669 5.27616
H 0.49668 3.54807 3.71890
H 1.07797 -5.03282 -3.91574
C -1.88461 0.18809 -1.46059
C 1.09266 1.92330 2.43243
H 1.09890 2.52851 1.52903
N 0.68053 0.56943 2.14241
H -0.57290 1.95988 0.13358
H 0.73413 -4.33198 -1.57636
H 0.76933 -0.94426 -5.15811
S 0.42372 0.42384 -2.73001
H -3.76276 1.13671 -1.92579
C 0.57434 -2.25510 -2.05527
H -2.35226 1.85959 -2.71755
H -1.22397 0.20357 4.03423
H 1.18501 1.68534 5.18622
O -0.18544 -1.05309 0.85427
C -2.72186 1.42031 -1.79491
H -0.84748 2.58352 3.09340
C 0.18384 1.66979 4.74918
C 0.95211 -3.04513 -4.69674
H 0.42889 -1.29683 2.98514
C 0.58952 -1.32725 -3.07779
H 1.76345 -0.33603 3.67133
C -0.19444 0.23343 4.39611
C 0.94034 -3.98761 -3.68042
C 0.73197 -0.29876 3.30386
H -2.66253 2.16159 -1.00105
H 0.40941 -1.93663 -1.03755
H -0.51126 2.07123 5.48826
N -0.47672 0.47921 -1.34352
C 0.04895 1.10707 -0.16652
H 2.11610 1.88906 2.82649
C 0.16390 0.10795 0.98722
H -2.21875 -0.28023 -0.53053
C 0.74892 -3.59528 -2.36524
H 1.04440 1.46279 -0.44451
H -1.97827 -0.54333 -2.26685
```

- HOMO-LUMO gap: 0.369 Ha
- Max |F|: 1.1 eV Å⁻¹
- Relative energy (zero: lowest compared OMol25 entry of this formula, charge and spin): 1.368 eV
- HOMO: -9.31 eV

(5)
DFT (wB97M-V/def2-TZVPD) results for a single C15H22N2O5 molecule at a distorted geometry.

```
44
Properties=species:S:1:pos:R:3
C 1.72308 -1.30517 0.56312
H 0.70946 2.26793 -0.93471
C -4.10257 0.79631 1.02893
C -2.44449 -0.89808 1.38763
O -0.62125 1.02146 -1.89095
C 3.03513 0.58176 1.29065
H 3.16186 1.47583 1.88160
C 2.77791 -1.71864 -0.24499
H 0.36977 -2.20377 -1.89743
C 4.07149 0.16017 0.46513
H -5.17175 0.81760 0.80963
H -3.91773 1.34961 1.96104
H -1.79452 3.14451 -1.27785
H 4.77758 -1.30211 -0.92230
H -2.89523 0.77548 -0.78580
C -0.24040 1.74552 -0.73793
O 6.17882 0.51721 -0.30934
H -1.84195 0.00943 1.47226
H -0.84900 3.60095 0.16663
H -3.97088 2.18474 -0.63906
C -0.33672 -1.40519 -1.63181
C -1.31847 2.76891 -0.36409
H -0.09631 1.06213 0.10514
C 1.87071 -0.15653 1.33809
O 5.35192 1.93657 1.07527
H 2.68075 -2.61695 -0.83619
C 0.42153 -2.05742 0.59066
H 0.57827 -3.09141 0.23477
O -2.27563 2.25306 0.52858
C -1.93868 -1.73827 0.19550
N 5.28968 0.92659 0.40681
H -2.61898 -1.53558 -0.63258
N -0.59025 -1.36975 -0.19951
C 0.22104 -0.07524 -2.17120
H -2.36908 -1.46122 2.32524
H 0.28284 -0.15012 -3.26229
H 1.22717 0.11029 -1.77717
C -3.31192 1.50262 -0.08207
H 1.06488 0.15311 1.98594
H 0.05941 -2.09886 1.62027
C 3.95223 -0.99388 -0.29894
H -1.27133 -1.60126 -2.16237
O -3.81101 -0.57109 1.19818
H -2.01737 -2.81126 0.42750
```

- HOMO-LUMO gap: 0.301 Ha
- Max |F|: 1.4 eV Å⁻¹
- Relative energy (zero: lowest compared OMol25 entry of this formula, charge and spin): 5.901 eV
- HOMO: -8.79 eV